14
Properties=species:S:1:pos:R:3:forces:R:3 method="wB97M-V/def2-TZVPD" lumo_ev="3.9 / 3.9" relative_energy_kj_mol=159.95 total_energy_ev=-6686.9941 total_charge=-1 spin_multiplicity=2 orbital_gap_ev="4.19 / 5.46" homo_energy_ev="-0.3 / -1.6" s2=0.755 max_force_ha_per_bohr=0.039
N -1.16898 2.28058 1.19854 0.5409 -0.7380 1.4630
N 0.34481 -2.14548 -0.84054 -1.0220 -1.7213 0.0356
N 1.49216 -0.03766 -0.67376 0.0427 -0.5956 0.7756
C 1.08063 -1.30307 0.02094 0.4600 1.7621 -0.0171
C -2.08969 1.53896 0.51955 1.3023 0.1684 -1.2532
H -0.23477 2.15312 0.76828 -0.4395 0.8969 -0.3460
H 0.60454 -2.22734 -1.81091 0.4285 0.4131 0.1858
H 1.93540 -1.79284 0.51188 0.0964 -0.2220 -0.5447
H -1.83596 1.55748 -0.56790 -0.6799 -0.7482 -0.0129
H 1.44094 0.70558 0.01863 -0.0030 0.1699 -0.2921
H 0.48106 -0.97598 0.87023 -0.4550 -0.2076 -0.2054
H -2.38107 0.53074 0.88547 -0.6436 0.3268 0.1592
H 2.45704 -0.12375 -0.95999 0.1879 0.1418 -0.0303
H -0.65906 -2.04264 -0.79065 0.1843 0.3535 0.0826

14
Properties=species:S:1:pos:R:3:forces:R:3 method="wB97M-V/def2-TZVPD" lumo_ev=1.1 relative_energy_kj_mol=179.10 total_energy_ev=-6688.6528 total_charge=0 orbital_gap_ev=10.32 homo_energy_ev=-9.3 smiles="[H]/N=C/N.CN" max_force_ha_per_bohr=0.121
N 1.41159 -0.21214 1.69205 1.9132 1.1544 -1.0244
N -2.09065 -0.28991 -0.48004 2.8075 1.2324 -2.6577
N -0.40412 0.94800 -1.49802 3.1887 2.6792 -2.2819
C 1.85513 -0.95630 0.44687 -4.0087 -4.3714 1.8878
C -1.18218 0.79209 -0.57441 -4.3191 -1.6190 3.8169
H 1.80785 -0.62134 2.57931 -0.4886 -0.0585 -1.6203
H 1.79628 -0.68032 -0.59524 -0.5921 1.5974 0.2694
H -1.94023 -1.07395 -1.10034 -0.1879 0.1536 0.2494
H 2.74112 -1.49083 0.52544 2.2402 -0.4898 0.5359
H 0.03694 1.90944 -1.32987 -0.3571 -1.8779 -0.6246
H 1.99780 0.62144 1.58434 -0.5625 0.3737 0.6303
H -2.64394 -0.37070 0.29406 -1.3415 -0.4071 2.1058
H 1.09843 -1.89610 0.51155 1.4495 1.8108 -0.6866
H -1.34967 1.46596 0.29806 0.2584 -0.1779 -0.6001

14
Properties=species:S:1:pos:R:3:forces:R:3 method="wB97M-V/def2-TZVPD" lumo_ev=0.8 relative_energy_kj_mol=296.21 total_energy_ev=-6687.4391 total_charge=0 orbital_gap_ev=10.19 homo_energy_ev=-9.4 smiles="C=N.NCN" max_force_ha_per_bohr=0.078
N 1.04637 -0.58958 0.25352 -1.1611 0.8323 -2.8888
N 2.20357 1.59356 -0.15536 -2.2235 2.1023 2.2757
N -3.36429 -1.20670 -0.26515 1.1133 -2.5912 -0.4651
C -2.56379 -0.28540 -0.03237 2.1240 0.1531 2.1252
C 2.24871 0.15718 0.20943 3.9960 -0.4687 0.3144
H 2.75270 -0.00098 1.23240 -0.4730 0.5427 -1.4463
H 2.96129 -0.25412 -0.57486 -0.8743 -0.0863 1.0876
H 0.72394 -0.54353 -0.79205 -0.0042 -0.2890 2.5899
H -1.70974 -0.48860 0.79283 -2.3732 1.0646 -1.0573
H -2.58614 0.67088 -0.54115 0.7404 0.2349 -0.6252
H -3.54381 -1.35976 -1.25447 -1.6479 1.1150 0.0236
H 2.42432 2.17614 0.72254 -0.0314 -1.1615 -1.6849
H 0.49260 0.08232 0.78090 -1.0322 -0.5882 -0.0456
H 1.17569 1.90603 -0.25958 1.8469 -0.8599 -0.2032

15
Properties=species:S:1:pos:R:3:forces:R:3 method="wB97M-V/def2-TZVPD" lumo_ev="0.8 / 0.8" relative_energy_kj_mol=573.43 total_energy_ev=-8732.4965 total_charge=0 orbital_gap_ev="8.59 / 7.34" homo_energy_ev="-7.8 / -6.6" max_force_ha_per_bohr=0.024
O 2.43981 -0.49892 0.58738 0.1708 -0.3396 -0.1640
N -2.51803 0.15731 -0.23110 -0.5417 0.0121 -0.0985
N -0.58639 0.40385 0.77509 -1.0471 -0.3985 -0.4700
N 0.10215 -1.25040 -0.70691 0.1128 0.7418 -0.0177
C -0.14675 0.07111 -0.42516 0.9109 -0.0764 0.8423
C 1.74687 0.66713 0.57489 0.3396 0.3246 -0.6284
H 2.25823 -0.97189 -0.24412 -0.0098 0.0560 0.2785
H 1.97209 1.36723 -0.23189 0.1760 0.0237 0.0291
H 1.69844 1.10831 1.56232 -0.2189 -0.0369 -0.0139
H -0.18848 0.71881 -1.29879 0.1379 0.0133 0.1127
H 0.01751 -1.51417 -1.67711 -0.1984 -0.2487 0.3288
H -2.79423 -0.68443 0.27814 -0.0012 0.1162 0.0924
H -3.07287 0.90914 0.18468 0.0289 -0.0833 0.1257
H -0.75295 1.40409 0.82307 0.1109 -0.0159 -0.0625
H -0.17540 -1.88718 0.02948 0.0294 -0.0883 -0.3544

15
Properties=species:S:1:pos:R:3:forces:R:3 method="wB97M-V/def2-TZVPD" lumo_ev=0.8 relative_energy_kj_mol=195.05 total_energy_ev=-8736.4181 total_charge=0 orbital_gap_ev=9.43 homo_energy_ev=-8.6 smiles="N=C(N)N.CO" max_force_ha_per_bohr=0.073
O -0.30362 -0.36745 1.92874 -1.5882 2.9381 0.6756
N 0.67560 -1.46233 -0.13262 -0.3145 0.5853 -0.9732
N 1.67039 0.58413 -0.43702 0.7725 1.1347 0.8481
N -0.03054 0.02919 -1.83899 -0.8738 0.5052 -1.0930
C 0.69962 -0.31682 -0.74061 0.7582 -3.1793 0.2271
C -1.33150 0.67166 1.24567 1.6525 -2.9714 1.6143
H -0.15629 -1.32068 1.75610 -0.9987 1.1719 -1.1866
H -0.04588 -2.05686 -0.54243 0.2652 -0.0553 -0.1698
H -0.58755 -0.71610 -2.23634 0.0619 0.1265 0.1904
H -0.74017 1.53571 0.94903 0.1075 -0.2693 0.0009
H -2.00212 0.93649 2.06070 0.0727 -0.0146 -0.0858
H 1.28828 1.49681 -0.21418 0.2022 0.0342 -0.2187
H 0.53190 0.48127 -2.55197 -0.2033 0.0702 0.2077
H 2.23324 0.24882 0.33830 -0.2045 0.0519 -0.0632
H -1.90137 0.25616 0.41562 0.2903 -0.1281 0.0263

15
Properties=species:S:1:pos:R:3:forces:R:3 method="wB97M-V/def2-TZVPD" lumo_ev="0.3 / 0.3" relative_energy_kj_mol=526.91 total_energy_ev=-8732.9786 total_charge=0 orbital_gap_ev="8.19 / 8.19" homo_energy_ev="-7.9 / -7.9" max_force_ha_per_bohr=0.018
O 2.01054 -1.14420 0.48213 -0.1852 0.0710 -0.0859
N 0.73722 0.26403 -0.68553 -0.1905 -0.2853 0.0350
N 1.29341 0.09230 0.52860 -0.5134 -0.1393 0.3241
N -0.90794 -0.74704 1.39321 -0.3385 -0.3088 -0.5081
C 0.21196 1.62393 -0.81656 -0.0098 -0.1209 0.1007
C -1.35920 -1.16661 0.21360 0.1563 0.1603 0.7142
H -0.11908 -0.43083 -0.79529 0.2269 0.1815 -0.0293
H -1.03901 -2.14670 -0.12304 0.0747 0.0521 -0.0645
H 0.24193 -0.38200 1.30981 0.7584 0.2575 -0.4877
H 2.35274 -1.19486 -0.42494 -0.0993 0.0756 0.1083
H -2.25652 -0.74760 -0.23209 0.0802 0.0726 -0.0081
H -0.35195 1.68304 -1.74712 0.0217 -0.0047 0.0246
H 1.04469 2.32414 -0.84923 -0.0337 -0.0399 0.0100
H -1.41435 0.06996 1.72848 0.0142 0.0271 -0.1159
H -0.44445 1.90245 0.01797 0.0379 0.0014 -0.0175

15
Properties=species:S:1:pos:R:3:forces:R:3 method="wB97M-V/def2-TZVPD" lumo_ev="1.2 / -1.4" relative_energy_kj_mol=0.09 total_energy_ev=-8730.9199 total_charge=0 spin_multiplicity=3 orbital_gap_ev="6.01 / 7.94" homo_energy_ev="-4.8 / -9.3" s2=2.003 max_force_ha_per_bohr=0.062
O -1.83567 -0.49985 -0.08317 -2.2770 -1.5701 -0.7219
N 0.40094 -0.67710 0.33045 1.4506 -1.8671 1.7200
N 1.67419 -0.09981 0.28389 0.4347 0.6432 -1.0580
N 0.32113 -1.86043 -0.41681 0.1164 -0.1410 -1.1197
C -0.69057 0.10179 0.13223 0.0019 3.0106 1.1070
C -0.78767 1.48770 0.67962 0.1526 -0.9493 -0.2220
H -0.01229 0.53201 -1.80991 0.1177 0.2826 -0.9997
H 0.43063 -1.59200 -1.41099 0.2589 -0.5859 0.4304
H -0.80921 2.19604 -0.14477 -0.0097 0.5318 -0.1828
H -1.72418 1.57558 1.22540 -0.0912 0.1595 0.1633
H 0.05134 1.73038 1.32928 -0.0875 0.1108 0.0536
H 1.73334 0.43786 -0.59672 0.3610 0.0386 0.6286
H 1.81376 0.52630 1.07087 -0.1408 -0.2133 -0.1187
H 1.09549 -2.46421 -0.15015 -0.2439 0.2022 0.0105
H -1.66122 -1.39428 -0.43923 -0.0437 0.3474 0.3096

15
Properties=species:S:1:pos:R:3:forces:R:3 method="wB97M-V/def2-TZVPD" lumo_ev=-8.5 relative_energy_kj_mol=162.54 total_energy_ev=-8717.8779 total_charge=+2 orbital_gap_ev=11.68 homo_energy_ev=-20.1 smiles="N[NH2+]C/[NH+]=C/O" max_force_ha_per_bohr=0.079
O -2.93871 0.35124 -0.13484 0.0621 -0.9918 -1.7782
N 1.45192 -0.15466 -0.33741 3.2030 -1.1942 -2.2083
N -0.90301 -0.55017 -0.33054 -0.4821 -0.6861 -2.6841
N 1.47578 1.21605 0.10862 0.8402 1.1208 1.8257
C 0.36048 -1.01297 0.19429 -1.3992 -0.4784 1.8441
C -1.81994 0.07505 0.36199 1.1877 1.9417 2.5229
H -3.63327 0.99044 0.08212 0.2422 0.2305 1.0419
H -1.06614 -0.75053 -1.37527 -0.2608 0.2622 2.0588
H 2.17735 1.44051 0.93036 -1.6616 -1.3507 -1.9892
H 1.71400 1.90498 -0.61711 -0.2254 -0.8490 -0.1623
H 2.35586 -0.66621 -0.08272 -0.9925 0.7644 -0.1544
H 0.28832 -0.93191 1.33356 0.5943 -0.0785 -1.5667
H 0.49408 -2.10373 -0.08199 0.2702 1.3599 0.1604
H -1.45958 0.46053 1.39961 -1.0541 -0.8319 -1.5582
H 1.50285 -0.26862 -1.45066 -0.3238 0.7810 2.6476

15
Properties=species:S:1:pos:R:3:forces:R:3 method="wB97M-V/def2-TZVPD" lumo_ev=-2.8 relative_energy_kj_mol=436.92 total_energy_ev=-8170.2981 total_charge=+1 orbital_gap_ev=11.94 homo_energy_ev=-14.7 max_force_ha_per_bohr=0.094
N -1.90266 1.01159 0.74304 2.1071 0.8303 -1.0271
N -0.45262 -0.71168 -0.71068 -0.7389 -4.5616 -1.4004
N 0.54110 0.12013 -0.33285 0.0927 0.1208 3.5863
N 1.29826 0.69949 -1.37159 -1.0849 -1.8101 -2.9532
C -2.63574 0.63360 1.50996 -3.5902 -0.6492 1.4206
C 1.47013 -0.57484 0.63139 0.2070 -0.2361 1.8428
H -3.59720 0.37432 1.99756 1.3668 0.1226 -0.0548
H 1.28084 1.68790 -1.33024 -0.1568 1.2772 0.2685
H -1.29396 -0.31525 -0.96513 -1.6379 1.5271 -0.3716
H 2.00368 -1.40514 0.19972 -0.3295 -0.3038 -0.9057
H 0.70489 0.38129 -2.19977 1.5595 0.9510 0.8757
H 0.83012 -0.99506 1.45913 0.7665 0.7662 -0.7275
H -0.50761 -1.76189 -0.87914 1.6761 2.0996 0.5924
H 2.32499 0.05766 0.99582 -1.4193 0.0240 -0.3525
H -0.06423 0.79788 0.25279 1.1819 -0.1581 -0.7936

15
Properties=species:S:1:pos:R:3:forces:R:3 method="wB97M-V/def2-TZVPD" lumo_ev=-5.2 relative_energy_kj_mol=375.61 total_energy_ev=-8170.9335 total_charge=+1 orbital_gap_ev=8.27 homo_energy_ev=-13.5 max_force_ha_per_bohr=0.086
N 0.83671 0.48737 -1.03327 -1.2364 1.8239 -1.7812
N -2.20768 0.79222 0.43792 2.5850 -1.2432 0.7265
N -1.06848 -0.88419 -0.47965 0.5718 -1.2437 -1.6029
N 1.65912 -0.13694 -0.42918 2.3114 -1.8355 2.0593
C -2.20380 -0.35988 -0.23994 1.1553 -0.5874 1.6758
C 2.11943 0.16192 0.93362 -3.7899 -0.9165 0.8085
H 1.62018 -0.49086 1.72401 0.7524 0.3398 -1.3464
H -1.12652 -1.80766 -0.93832 -0.1890 0.5327 0.4838
H 1.79793 1.12343 1.14140 -0.6679 2.0399 0.4332
H 3.13611 0.16806 0.98208 2.8826 -0.5408 -0.0657
H 2.04310 -1.04082 -0.67202 0.1088 -0.3638 -1.3249
H 0.75064 0.28327 -2.06757 -0.2306 -0.6740 1.4422
H -3.13824 -0.88345 -0.19872 -0.6988 -0.2192 -0.9328
H -1.30514 1.21864 0.60612 -0.2253 0.0337 -0.2373
H -2.91335 1.36888 0.23351 -3.3293 2.8543 -0.3380